Record 1
Computed, not measured: a molecular structure, C16H21MoN3OSi, with wB97M-V/def2-TZVPD.

Positions of all 43 atoms, in Å:
Mo  0.167  -0.117  -0.080
O  3.038  0.984  -2.691
C  2.070  0.919  -1.993
N  1.632  -0.225  -1.319
C  2.201  -1.502  -1.723
C  1.189  -2.551  -1.383
C  1.343  -3.884  -1.713
C  0.335  -4.779  -1.402
C  -0.815  -4.324  -0.764
C  -0.910  -2.992  -0.450
N  0.077  -2.110  -0.738
C  1.112  2.058  -1.782
C  1.311  3.296  -2.342
C  0.324  4.263  -2.170
C  -0.822  3.946  -1.454
C  -0.949  2.682  -0.914
N  0.008  1.750  -1.062
H  3.145  -1.695  -1.205
H  2.423  -1.509  -2.793
H  2.241  -4.208  -2.220
H  0.437  -5.824  -1.663
H  -1.626  -4.994  -0.516
H  -1.784  -2.592  0.041
H  2.214  3.477  -2.909
H  0.444  5.247  -2.602
H  -1.615  4.667  -1.315
H  -1.826  2.395  -0.350
C  -2.078  -0.068  1.078
Si  -0.821  0.515  2.460
C  -1.214  -0.540  3.923
C  -0.937  2.340  2.720
C  0.911  0.063  1.739
H  -2.898  0.637  1.259
H  -2.470  -1.052  1.328
H  -2.016  -0.004  -0.035
H  -2.244  -0.369  4.243
H  -0.557  -0.290  4.758
H  -1.093  -1.601  3.698
H  -1.962  2.640  2.947
H  -0.588  2.917  1.863
H  -0.320  2.623  3.576
H  1.203  -0.961  2.025
H  1.717  0.772  1.931

Results
- total charge = +2
- energy relative to the best compared isomer or geometry (same formula, charge and spin) (kcal/mol) = 0.0
- gap between HOMO and LUMO (spin up / spin down) (hartree) = 0.2896 / 0.2896
- calculated total energy (eV) = -33169.740

Record 2
Computed, not measured: a single C4H6O2 molecule, with wB97M-V/def2-TZVPD.

Positions of all 12 atoms, in Å:
O  -1.383  -0.215  -1.534
C  -1.498  -0.632  -0.406
C  -0.539  -0.309  0.714
C  0.473  0.748  0.303
C  1.546  0.202  -0.609
O  1.755  -0.977  -0.779
H  -2.347  -1.291  -0.130
H  -0.029  -1.244  0.983
H  -1.119  -0.004  1.594
H  -0.017  1.585  -0.208
H  0.982  1.172  1.180
H  2.176  0.966  -1.109

Results
- SMILES = O=CCCC=O
- energy relative to the best compared isomer or geometry (same formula, charge and spin) (kcal/mol) = 21.4
- gap between HOMO and LUMO (hartree) = 0.4030
- calculated total energy (eV) = -8339.532

Record 3
Computed, not measured: a molecular structure, C17H17BN8O6Pd at a distorted geometry, with wB97M-V/def2-TZVPD.

Positions of all 50 atoms, in Å:
H  -0.186  2.775  0.144
N  0.124  1.595  -1.597
B  0.934  0.465  -3.680
N  0.812  1.721  -2.752
C  1.354  2.961  -2.763
Pd  -0.553  -1.176  -1.025
H  1.914  3.305  -3.626
C  1.007  3.605  -1.573
H  1.307  4.593  -1.269
C  0.233  2.700  -0.848
H  1.440  0.801  -4.706
C  -0.845  -3.067  -0.500
H  -1.581  -2.968  0.314
H  0.120  -3.453  -0.157
H  -1.230  -3.596  -1.386
N  -0.442  -0.226  -3.893
N  1.826  -0.580  -2.947
N  -1.161  -0.810  -2.847
N  1.402  -1.108  -1.752
C  -1.194  -0.257  -5.010
C  3.001  -1.144  -3.286
H  -0.805  0.116  -5.947
H  3.459  -0.883  -4.224
C  -2.445  -0.774  -4.690
C  3.381  -2.009  -2.266
C  -2.395  -1.096  -3.332
C  2.363  -1.944  -1.307
H  -3.289  -0.858  -5.345
H  4.267  -2.612  -2.235
H  -3.172  -1.468  -2.690
H  2.236  -2.491  -0.387
H  -0.412  0.733  -1.368
O  0.392  -0.638  0.948
C  -0.571  0.057  1.450
O  -1.538  0.500  0.765
C  -0.544  0.300  2.967
C  -1.305  1.316  3.566
C  -1.366  1.440  4.978
C  -0.681  0.555  5.817
C  0.106  -0.432  5.214
C  0.210  -0.535  3.804
N  0.754  -1.403  6.062
O  0.566  -1.329  7.296
O  1.467  -2.282  5.537
N  -2.179  2.463  5.595
O  -2.776  3.284  4.871
O  -2.255  2.481  6.844
H  -1.863  2.029  2.965
H  -0.762  0.623  6.900
H  0.872  -1.282  3.375

Results
- energy relative to the best compared isomer or geometry (same formula, charge and spin) (kcal/mol) = 0.0
- 2S+1 = 3
- gap between HOMO and LUMO (spin up / spin down) (hartree) = 0.2154 / 0.2882
- calculated total energy (eV) = -46260.197

Record 4
Computed, not measured: 2 unconnected molecules or ions with the total composition C28H61O4PS at a distorted geometry, with wB97M-V/def2-TZVPD.

Positions of all 95 atoms, in Å:
C  2.003  3.531  3.160
O  2.502  4.265  1.981
C  1.356  4.937  1.281
C  1.782  6.497  1.014
C  0.877  7.287  -0.100
C  -0.384  6.434  -0.707
C  -1.643  6.221  0.321
C  -1.974  7.500  1.292
C  -3.491  7.207  1.933
C  -3.560  5.790  2.781
C  -4.521  4.643  2.037
C  -3.672  3.606  1.092
C  -4.329  2.073  1.028
S  -3.859  1.262  -0.637
O  -4.149  -0.258  -0.641
O  -4.579  2.051  -1.757
O  -2.170  1.457  -0.883
H  1.720  4.246  4.070
H  1.081  2.838  2.948
H  2.878  2.840  3.550
H  1.124  4.310  0.320
H  0.457  4.923  2.060
H  2.925  6.553  0.696
H  1.681  7.108  2.033
H  0.586  8.356  0.323
H  1.603  7.505  -1.022
H  -0.087  5.385  -1.140
H  -0.791  7.060  -1.638
H  -2.634  5.978  -0.293
H  -1.436  5.273  1.007
H  -1.954  8.516  0.681
H  -1.192  7.651  2.175
H  -3.878  8.100  2.597
H  -4.236  7.068  1.014
H  -2.486  5.299  2.938
H  -4.080  6.025  3.822
H  -5.330  5.170  1.348
H  -5.102  4.017  2.845
H  -3.736  4.022  -0.022
H  -2.549  3.439  1.442
H  -3.728  1.443  1.840
H  -5.484  2.064  1.224
C  -0.894  -1.038  1.312
C  -0.760  -2.543  1.483
C  0.682  -2.998  1.707
C  1.575  -3.021  0.465
P  1.430  -4.385  -0.664
C  1.507  -5.902  0.325
C  2.624  -6.125  1.343
C  4.016  -6.490  0.820
C  4.046  -7.621  -0.195
C  2.845  -4.470  -1.728
C  3.230  -3.362  -2.696
C  2.427  -3.247  -3.986
C  2.133  -4.565  -4.688
C  -0.139  -4.565  -1.474
C  -0.718  -3.650  -2.546
C  -0.679  -2.146  -2.292
C  -2.037  -1.564  -1.935
H  -0.294  -0.668  0.477
H  -1.939  -0.776  1.121
H  -0.578  -0.514  2.219
H  -1.201  -3.051  0.628
H  -1.357  -2.837  2.357
H  0.657  -3.996  2.156
H  1.140  -2.340  2.456
H  2.608  -3.059  0.833
H  1.513  -2.068  -0.066
H  1.446  -6.755  -0.359
H  0.564  -5.927  0.886
H  2.304  -6.945  2.000
H  2.720  -5.243  1.985
H  4.634  -6.785  1.678
H  4.511  -5.609  0.406
H  3.678  -8.552  0.249
H  5.074  -7.792  -0.532
H  3.447  -7.401  -1.081
H  2.856  -5.436  -2.240
H  3.695  -4.504  -1.044
H  4.273  -3.532  -2.984
H  3.211  -2.397  -2.176
H  2.979  -2.598  -4.682
H  1.502  -2.715  -3.783
H  3.057  -5.036  -5.038
H  1.493  -4.386  -5.559
H  1.605  -5.272  -4.044
H  -0.897  -4.666  -0.688
H  -0.103  -5.560  -1.936
H  -1.756  -3.963  -2.728
H  -0.214  -3.861  -3.490
H  -0.349  -1.637  -3.206
H  0.050  -1.892  -1.526
H  -2.724  -1.636  -2.787
H  -1.942  -0.506  -1.679
H  -2.492  -2.084  -1.089

Results
- gap between HOMO and LUMO (hartree) = 0.2486
- calculated total energy (eV) = -58331.195

Record 5
Computed, not measured: 3 unconnected molecules or ions with the total composition C45H27F3O7, with wB97M-V/def2-TZVPD.

Positions of all 82 atoms, in Å:
O  0.779  2.048  -2.751
C  0.042  2.708  -3.449
C  0.379  4.093  -3.898
C  1.096  4.958  -3.085
C  1.345  6.251  -3.529
C  0.896  6.660  -4.779
C  0.207  5.789  -5.611
C  -0.057  4.502  -5.162
C  -0.827  3.520  -5.978
O  -0.716  3.430  -7.183
C  -1.719  2.632  -5.187
C  -1.284  2.214  -3.927
C  -2.086  1.395  -3.154
C  -3.329  1.009  -3.643
C  -3.782  1.413  -4.893
C  -5.154  1.016  -5.388
C  -6.277  1.774  -4.660
C  -6.403  3.219  -5.058
F  -7.489  3.777  -4.465
F  -6.563  3.363  -6.387
F  -5.338  3.965  -4.691
C  -2.960  2.228  -5.674
O  -3.397  2.658  -6.891
H  1.442  4.607  -2.122
H  1.880  6.939  -2.889
H  1.096  7.676  -5.095
H  -0.140  6.096  -6.588
H  -1.766  1.072  -2.173
H  -3.958  0.379  -3.026
H  -5.225  1.190  -6.458
H  -5.293  -0.043  -5.170
H  -7.232  1.305  -4.903
H  -6.152  1.695  -3.581
H  -2.662  2.581  -7.515
O  1.508  -0.403  3.234
C  2.375  0.395  2.942
C  3.136  1.115  4.002
C  2.850  0.849  5.335
C  3.567  1.482  6.335
C  4.575  2.383  6.009
C  4.858  2.660  4.682
C  4.138  2.031  3.674
C  4.448  2.352  2.252
O  5.284  3.184  1.967
C  3.698  1.619  1.193
C  3.987  1.880  -0.141
C  3.313  1.202  -1.142
C  2.344  0.260  -0.817
C  2.047  0.002  0.509
C  2.720  0.678  1.522
H  2.067  0.143  5.577
H  3.344  1.272  7.373
H  5.140  2.870  6.792
H  5.636  3.361  4.416
H  4.742  2.616  -0.383
H  3.534  1.411  -2.179
H  1.816  -0.265  -1.601
H  1.286  -0.722  0.768
O  1.669  -7.832  4.514
C  0.882  -6.938  4.288
C  -0.561  -7.081  4.638
C  -0.993  -8.250  5.252
C  -2.322  -8.391  5.612
C  -3.227  -7.365  5.361
C  -2.804  -6.203  4.738
C  -1.472  -6.058  4.371
C  -1.042  -4.804  3.686
O  -1.846  -3.939  3.409
C  0.403  -4.651  3.358
C  0.836  -3.478  2.754
C  2.179  -3.306  2.462
C  3.093  -4.306  2.772
C  2.667  -5.482  3.368
C  1.321  -5.661  3.660
H  -0.280  -9.040  5.446
H  -2.656  -9.302  6.093
H  -4.263  -7.474  5.651
H  -3.499  -5.400  4.533
H  0.121  -2.700  2.525
H  2.517  -2.394  1.994
H  4.143  -4.167  2.549
H  3.370  -6.267  3.611

Results
- SMILES = O=C1c2ccccc2C(=O)c2c1ccc(CCC(F)(F)F)c2O.O=C1c2ccccc2C(=O)c2ccccc21.O=C1c2ccccc2C(=O)c2ccccc21
- gap between HOMO and LUMO (hartree) = 0.3087
- calculated total energy (eV) = -69590.696

Record 6
Computed, not measured: 2 unconnected molecules or ions with the total composition CH8NO at a distorted geometry, with wB97M-V/def2-TZVPD.

Positions of all 11 atoms, in Å:
C  0.215  -0.291  -0.263
N  1.618  0.017  -0.633
H  0.006  -1.196  0.324
H  -0.093  0.318  0.594
H  -0.475  -0.311  -1.096
H  1.903  -0.545  -1.438
H  2.318  -0.184  0.080
H  1.706  0.998  -0.904
H  -2.611  0.738  1.810
H  -2.408  0.352  0.307
O  -2.178  0.104  1.218

Results
- total charge = +1
- energy relative to the best compared isomer or geometry (same formula, charge and spin) (kcal/mol) = 21.8
- gap between HOMO and LUMO (hartree) = 0.4132
- calculated total energy (eV) = -4697.099

Record 7
Computed, not measured: 16 unconnected molecules or ions with the total composition C19H70N8O16 at a distorted geometry, with wB97M-V/def2-TZVPD.

Positions of all 113 atoms, in Å:
C  -3.511  -2.719  2.442
C  -3.726  -1.987  3.762
O  -2.607  -2.177  4.539
H  -3.150  -3.713  2.562
H  -2.867  -2.217  1.844
H  -4.470  -2.818  1.930
H  -4.585  -2.258  4.325
H  -3.840  -0.928  3.441
H  -2.028  -1.421  4.471
C  -2.298  3.063  -0.227
C  -2.412  2.572  -1.735
O  -2.569  1.171  -1.863
H  -2.136  4.159  -0.246
H  -1.540  2.547  0.232
H  -3.243  3.055  0.361
H  -1.502  2.886  -2.255
H  -3.278  3.098  -2.217
H  -3.499  0.908  -1.815
C  2.318  4.755  -1.206
C  1.030  4.047  -0.776
O  1.229  2.689  -1.159
H  2.322  5.844  -1.098
H  2.489  4.446  -2.174
H  3.102  4.334  -0.611
H  0.142  4.594  -1.197
H  0.896  4.325  0.253
H  0.369  2.253  -1.051
C  -5.112  1.335  2.159
O  -4.328  2.089  3.044
N  -4.616  0.415  1.308
N  -6.418  1.164  2.212
H  -3.603  0.323  1.324
H  -4.834  0.492  0.302
H  -7.054  1.641  2.888
H  -6.816  0.467  1.538
C  -0.315  -0.105  0.455
O  -1.525  -0.096  1.194
N  0.823  -0.678  0.760
N  -0.254  0.477  -0.724
H  0.946  -1.137  1.770
H  1.746  -0.341  0.462
H  -1.129  0.803  -1.152
H  0.619  0.389  -1.191
C  3.073  1.667  -4.093
O  3.896  0.797  -4.745
N  2.969  1.651  -2.804
N  2.369  2.522  -4.810
H  3.758  1.250  -2.243
H  2.255  2.186  -2.212
H  2.396  2.462  -5.806
H  1.522  3.048  -4.412
C  4.355  1.073  -0.060
O  3.294  0.257  0.396
N  5.064  0.792  -1.104
N  4.507  2.258  0.441
H  4.997  -0.171  -1.449
H  5.934  1.332  -1.187
H  3.784  2.411  1.110
H  5.065  3.049  0.036
C  -0.063  -2.929  -2.706
O  0.573  -4.074  -2.192
H  0.433  -2.590  -3.619
H  -0.056  -2.151  -1.921
H  -1.110  -3.166  -2.955
H  0.718  -3.919  -1.253
C  -4.022  -2.283  -0.904
O  -2.747  -1.949  -1.317
H  -4.033  -3.167  -0.308
H  -4.563  -2.489  -1.783
H  -4.457  -1.518  -0.328
H  -2.233  -1.525  -0.654
C  4.027  -2.792  0.240
O  4.668  -4.031  0.650
H  3.971  -2.762  -0.897
H  4.742  -2.006  0.433
H  3.044  -2.654  0.701
H  4.337  -4.790  0.151
C  0.993  1.940  2.619
O  1.814  2.491  1.709
H  -0.013  2.053  2.329
H  1.243  2.394  3.566
H  1.126  0.930  2.805
H  1.556  2.102  0.858
C  -1.711  1.051  4.589
O  -1.141  -0.091  5.184
H  -1.824  0.780  3.512
H  -0.974  1.886  4.693
H  -2.627  1.296  5.080
H  -0.190  0.083  5.175
C  -0.396  0.470  -4.082
O  -0.658  -0.181  -5.279
H  -1.017  1.330  -4.047
H  0.607  0.854  -4.060
H  -0.553  -0.298  -3.281
H  -0.281  0.343  -5.983
C  0.893  -2.483  4.057
O  1.639  -1.936  3.003
H  1.085  -1.930  5.000
H  1.175  -3.469  4.284
H  -0.159  -2.398  3.792
H  2.605  -1.939  3.146
C  3.043  -1.663  -3.077
O  2.399  -0.826  -2.220
H  2.626  -1.587  -4.073
H  2.912  -2.645  -2.605
H  4.128  -1.435  -3.121
H  2.472  0.133  -2.530
C  -0.643  -3.664  0.601
O  0.767  -3.500  0.458
H  -1.033  -4.588  0.273
H  -1.054  -2.867  0.108
H  -0.885  -3.648  1.668
H  0.845  -2.575  0.530

Results
- energy relative to the best compared isomer or geometry (same formula, charge and spin) (kcal/mol) = 256.1
- gap between HOMO and LUMO (hartree) = 0.3244
- calculated total energy (eV) = -65512.544

Question: Look up the calculated total energy of the first one.
Answer: -33169.740 eV

Question: Which of these has the lowest calculated total energy?
Answer: C45H27F3O7

Question: The highest calculated total energy belongs to which entry?
Answer: CH8NO